DFT (wB97M-V/def2-TZVPD) results for C33H30MnN4O2Se2Te as an isolated structure in a non-equilibrium geometry.

Summary:
**⟨S²⟩**: 6.035
**LUMO (spin up / spin down)**: -3.26 / -4.26 eV
**Molar mass**: 855.087 g mol⁻¹
**Net charge**: +1
**Multiplicity**: 5
**DFT total energy**: -7866.69840 a.u.

XYZ file:
```
73
Properties=species:S:1:pos:R:3:forces:R:3
Mn 0.488368 1.074345 0.626680 -0.17 0.80 -1.29
Se -0.757864 4.389752 0.181168 0.33 -0.09 -0.51
Se -2.222176 3.506460 1.708234 -0.45 -0.09 0.04
C -1.070547 3.453681 3.244860 0.60 -0.15 -0.12
C -1.639380 3.417133 4.510356 -0.18 -0.04 -0.06
C -0.791909 3.438443 5.604475 0.01 -0.06 -0.11
C 0.575392 3.519929 5.388980 0.09 0.01 0.05
C 1.037468 3.543668 4.084662 0.01 -0.13 -0.01
N 0.234105 3.481770 3.022750 -0.09 0.01 0.10
C -0.816148 3.044574 -1.218793 -0.27 -0.47 0.33
C -0.846688 3.490603 -2.534668 -0.02 0.24 0.17
C -1.055489 2.583527 -3.556504 0.13 -0.06 0.06
C -1.275069 1.258008 -3.223332 -0.18 -0.01 -0.13
C -1.185627 0.885610 -1.900426 -0.06 -0.09 0.27
N -0.897939 1.733936 -0.898801 0.13 0.71 -0.24
H -2.714185 3.375669 4.623033 -0.02 0.05 0.07
H -1.188672 3.402210 6.609562 -0.04 0.02 0.00
H 1.269394 3.565523 6.216110 0.01 0.01 0.00
H 2.096408 3.611914 3.864054 0.04 -0.04 0.06
H -0.742536 4.548134 -2.736209 -0.07 0.02 -0.02
H -1.079869 2.902587 -4.589088 -0.02 0.07 -0.01
H -1.531817 0.525064 -3.974543 0.05 -0.08 0.02
H -1.354375 -0.142687 -1.609951 0.12 0.01 -0.07
C 3.446564 -0.115551 3.334997 0.01 0.11 -0.21
C 2.064616 -0.029741 2.751799 -0.08 -0.09 0.17
O 1.945448 0.585994 1.666680 0.97 -0.02 0.74
C 0.941832 -0.646189 3.402571 -0.44 0.10 -0.25
C 1.112452 -1.485672 4.522537 0.04 -0.15 -0.02
C 0.056512 -2.163931 5.069383 0.16 -0.05 0.17
C -1.227797 -2.002889 4.532031 0.06 0.15 -0.09
C -1.440651 -1.162857 3.469150 -0.11 0.09 -0.01
C -0.371335 -0.468928 2.869402 0.52 -0.08 0.23
O -0.606397 0.272050 1.819232 -1.28 -0.21 0.72
H 4.105030 0.540672 2.769924 -0.02 0.01 0.03
H 3.833165 -1.132175 3.255059 -0.04 -0.05 0.08
H 3.450356 0.178194 4.383762 -0.01 -0.06 0.01
H 2.106230 -1.636754 4.921204 0.00 0.03 0.06
H 0.212756 -2.826863 5.908576 0.01 0.00 0.00
H -2.056648 -2.553494 4.956053 -0.04 0.02 0.02
H -2.427404 -1.022737 3.048143 0.00 -0.02 -0.03
C -3.110517 -4.339281 -5.407883 0.01 -0.02 0.06
C -2.524630 -3.739769 -4.166042 0.07 0.09 0.10
C -1.233929 -3.224326 -4.146938 -0.12 -0.01 0.01
C -0.665482 -2.727538 -2.982652 0.19 0.06 0.05
C 0.735612 -2.181979 -3.054192 -0.08 -0.09 -0.04
C -1.400253 -2.751716 -1.784518 0.11 0.04 0.14
Te -0.542241 -2.120195 0.049452 -0.11 -0.43 -0.44
C -2.722853 -3.232758 -1.796470 -0.06 0.03 0.11
C -3.600204 -3.220777 -0.576088 -0.01 -0.07 -0.02
C -3.255838 -3.710909 -2.983761 0.05 -0.02 -0.10
H -2.526684 -4.082417 -6.289103 -0.02 0.00 -0.04
H -4.139186 -4.010727 -5.549819 -0.02 0.00 -0.06
H -3.122632 -5.426478 -5.312688 -0.02 -0.02 -0.07
H -0.649382 -3.213856 -5.059419 0.00 -0.03 -0.02
H 1.160063 -2.357104 -4.041122 0.02 0.02 -0.02
H 1.378991 -2.660531 -2.315941 0.07 0.07 0.02
H 0.730361 -1.105200 -2.871895 0.07 0.01 0.04
H -3.833130 -2.197021 -0.277953 0.01 0.00 0.07
H -3.120109 -3.715843 0.268121 -0.01 0.04 0.02
H -4.536789 -3.732301 -0.787636 -0.04 0.01 0.03
H -4.273360 -4.082626 -2.989293 -0.03 -0.02 0.03
N 6.119300 1.547612 -4.161408 0.00 0.04 0.03
C 5.243944 1.593318 -3.420403 0.26 0.04 -0.24
C 4.134574 1.599665 -2.521068 -0.47 -0.14 0.49
C 3.540448 0.391976 -2.153482 0.08 0.21 -0.18
C 2.447714 0.425398 -1.316005 -0.14 -0.14 0.03
N 1.928103 1.556240 -0.812784 0.59 -0.19 -0.29
C 2.527965 2.704801 -1.141879 -0.30 0.16 0.13
C 3.616473 2.777107 -1.988595 0.18 -0.07 -0.24
H 3.915558 -0.547231 -2.532673 -0.03 -0.02 0.01
H 1.943413 -0.494862 -1.040027 0.05 0.01 0.07
H 2.108290 3.607731 -0.715089 0.00 -0.02 0.04
H 4.050817 3.732595 -2.243879 -0.01 0.02 0.05
```
Forces are in eV/Å.